This record from OMol25 describes a single C15H24O5 molecule. The level of theory is ωB97M-V with the def2-TZVPD basis set.

Structure (XYZ):
```
44
Properties=species:S:1:pos:R:3:forces:R:3:mulliken_charge:R:1
C -5.098 -1.650 -1.973 0.00 0.07 -0.08 -0.70
H -5.718 -0.777 -2.211 0.01 -0.04 -0.02 0.31
H -4.206 -1.632 -2.610 -0.04 -0.02 -0.03 0.27
O -4.766 -1.681 -0.609 0.09 -0.01 0.47 -0.43
C -4.099 -0.534 -0.131 0.29 0.13 -0.36 0.23
C -2.579 -0.622 -0.322 -0.54 0.36 0.14 -0.76
H -2.360 -1.093 -1.279 0.04 -0.01 -0.02 0.35
H -2.197 -1.263 0.475 0.04 -0.09 -0.01 0.30
C -1.904 0.753 -0.259 0.50 -0.60 -0.36 0.31
O -2.433 1.553 0.783 -0.12 0.24 0.37 -0.63
H -2.759 0.969 1.481 -0.09 0.07 -0.04 0.40
C -0.384 0.589 -0.115 -0.29 0.64 -0.16 -0.99
H -0.010 -0.040 -0.921 0.02 -0.11 -0.06 0.33
C 0.347 1.936 -0.177 0.24 -0.52 -0.38 -0.02
C 1.861 1.726 -0.227 -0.27 0.30 0.30 -0.65
O 2.191 1.047 -1.418 -0.10 -0.05 -0.07 -0.26
C 3.573 0.790 -1.542 0.07 0.01 -0.21 -0.90
C 4.092 -0.222 -0.549 -0.05 0.09 0.02 0.67
C 5.328 -0.059 0.060 -0.11 0.01 -0.10 -0.56
C 5.794 -1.001 0.961 0.10 -0.06 0.06 -0.53
C 5.024 -2.109 1.270 0.08 -0.03 0.08 -0.43
C 3.786 -2.274 0.670 -0.07 -0.06 -0.02 -0.61
C 3.326 -1.338 -0.237 0.01 0.04 -0.05 -0.01
H 2.361 -1.458 -0.709 -0.11 -0.02 -0.03 0.35
H 3.180 -3.136 0.909 -0.05 -0.07 0.02 0.39
H 5.386 -2.841 1.977 0.03 -0.05 0.06 0.37
H 6.759 -0.867 1.428 0.07 0.01 0.05 0.37
H 5.929 0.809 -0.173 0.05 0.11 -0.01 0.33
H 3.697 0.403 -2.560 0.05 0.11 0.11 0.28
H 4.144 1.727 -1.454 -0.03 -0.11 -0.03 0.39
H 2.178 1.152 0.655 -0.04 0.05 -0.03 0.39
H 2.356 2.707 -0.191 -0.01 -0.07 0.00 0.32
O 0.072 2.739 0.943 -0.08 0.19 0.23 -0.62
H -0.885 2.680 1.097 0.19 -0.02 0.06 0.44
H 0.045 2.457 -1.102 0.07 -0.09 0.04 0.27
H -0.159 0.115 0.843 0.01 -0.09 0.05 0.25
H -2.116 1.308 -1.184 0.03 -0.10 0.07 0.33
O -4.326 -0.424 1.240 0.21 -0.19 -0.08 -0.36
C -5.674 -0.182 1.593 -0.15 0.02 -0.03 -0.81
H -6.020 0.766 1.164 -0.01 -0.02 0.04 0.32
H -6.318 -0.995 1.251 0.02 0.05 0.05 0.30
H -5.696 -0.124 2.679 -0.09 0.03 -0.02 0.28
H -4.501 0.359 -0.658 0.00 -0.17 0.12 0.45
H -5.659 -2.561 -2.167 0.01 0.05 -0.11 0.26
```
Positions in Å, forces in eV/Å.

Computed properties:
E = -26180.8557 eV
Energy relative to the best compared isomer or geometry (same formula, charge and spin) = 1.21 kcal per mole
SMILES = COC(C[C@@H](O)C[C@@H](O)COCc1ccccc1)OC
LUMO level = 0.81 eV
Spin multiplicity = 1
HOMO-LUMO gap = 0.3686 hartree

---

This record from OMol25 describes a molecular structure, C28H25Cl5N2O10P2SW. The level of theory is ωB97M-V with the def2-TZVPD basis set.

Structure (XYZ):
```
74
Properties=species:S:1:pos:R:3:forces:R:3:mulliken_charge:R:1
W -0.565 -0.188 0.237 -0.03 0.02 -0.36 2.60
O 1.953 0.874 0.176 0.03 -0.04 0.03 -0.52
P 1.177 2.277 0.350 0.04 0.05 0.02 0.62
O 1.814 3.378 -0.373 0.00 0.00 0.01 -0.80
O -0.284 1.909 0.000 -0.05 -0.06 0.00 -0.54
O 1.158 2.520 1.944 0.04 0.00 -0.01 -0.48
P -0.032 1.848 2.851 -0.03 -0.03 -0.03 0.96
O -1.306 2.750 2.492 -0.01 0.03 0.00 -0.65
O 0.305 1.968 4.278 -0.01 -0.01 0.01 -0.87
O -0.238 0.459 2.266 0.00 0.07 0.01 -0.75
H 2.212 0.418 1.007 -0.01 0.03 0.00 0.45
H -1.508 2.635 1.547 0.01 -0.01 0.01 0.49
C -1.354 -2.962 7.319 0.00 0.01 0.00 -1.52
C -0.535 -2.739 6.076 0.02 -0.02 -0.01 1.26
C -0.221 -3.798 5.228 -0.04 0.01 0.00 -0.59
C 0.485 -3.582 4.055 0.02 -0.01 0.02 -0.54
C 0.892 -2.298 3.728 0.00 -0.02 0.00 -0.11
C 0.620 -1.234 4.574 -0.03 0.05 -0.01 -0.41
C -0.097 -1.463 5.737 0.00 0.00 -0.01 -1.03
S 1.747 -2.046 2.196 0.02 0.02 0.00 1.22
O 2.508 -3.250 1.954 -0.02 0.02 0.01 -0.78
O 2.476 -0.803 2.328 0.02 -0.02 0.02 -0.93
N 0.630 -1.853 1.073 -0.01 -0.07 -0.02 -0.62
C 0.304 -2.774 0.097 0.00 0.07 0.02 0.54
C 0.604 -4.116 -0.080 0.01 -0.08 -0.03 -0.71
C 0.205 -4.714 -1.268 0.02 0.04 0.05 -0.60
C -0.467 -3.969 -2.230 -0.02 -0.04 0.00 -1.26
C -0.786 -2.654 -1.953 0.02 0.02 0.07 -0.22
N -0.442 -2.080 -0.796 0.00 0.05 0.00 0.44
H -1.378 -4.017 7.595 0.00 0.00 0.00 0.37
H -2.386 -2.634 7.166 0.02 -0.01 0.00 0.28
H -0.954 -2.395 8.161 0.00 0.00 0.01 0.38
H -0.549 -4.801 5.483 0.02 0.00 0.00 0.24
H 0.725 -4.403 3.390 -0.01 0.00 0.00 0.35
H 0.933 -0.230 4.327 0.02 -0.01 0.01 0.71
H -0.330 -0.618 6.375 0.01 0.00 0.01 0.47
H 1.175 -4.650 0.664 -0.01 0.02 -0.01 0.53
H 0.439 -5.757 -1.444 -0.01 0.01 -0.01 0.35
H -0.760 -4.403 -3.177 0.00 0.01 0.00 0.40
H -1.305 -2.019 -2.656 0.00 0.01 0.00 0.63
Cl -1.214 4.665 -5.669 0.00 0.01 -0.01 -0.25
C -1.176 3.372 -4.519 -0.03 0.01 0.02 0.21
C -1.997 3.394 -3.393 0.00 0.06 -0.04 0.17
Cl -3.069 4.735 -3.164 0.00 0.00 0.00 -0.24
C -1.982 2.360 -2.471 -0.03 -0.05 0.03 0.74
Cl -3.082 2.375 -1.145 0.03 -0.03 0.01 -0.20
C -1.115 1.245 -2.616 0.17 -0.02 0.00 -1.52
O -1.068 0.252 -1.811 -0.20 -0.02 0.18 -0.38
C -0.306 1.250 -3.783 0.00 -0.02 0.02 0.54
Cl 0.738 -0.107 -4.008 0.00 0.01 0.01 -0.20
C -0.337 2.279 -4.708 0.03 0.00 -0.02 0.13
Cl 0.678 2.215 -6.110 -0.01 0.00 0.01 -0.24
C -3.872 -1.293 -0.936 0.00 0.04 0.03 -1.89
C -3.450 -1.558 0.510 -0.01 -0.07 0.01 3.02
C -4.671 -1.277 1.408 -0.01 -0.06 -0.01 -2.08
C -2.300 -0.614 0.916 0.02 -0.09 -0.02 -1.19
C -3.073 -3.023 0.750 0.04 0.10 0.13 -0.23
C -2.481 -3.377 1.970 -0.04 -0.01 -0.03 -0.03
C -2.220 -4.700 2.284 -0.01 0.00 0.00 -0.68
C -2.510 -5.712 1.375 0.01 0.00 0.03 -0.62
C -3.063 -5.376 0.153 0.00 0.00 -0.03 -0.89
C -3.347 -4.047 -0.149 0.00 0.00 -0.05 0.24
H -4.158 -0.246 -1.032 0.03 0.01 0.00 0.30
H -4.731 -1.903 -1.239 0.02 -0.03 0.00 0.54
H -3.044 -1.459 -1.620 -0.03 -0.01 -0.04 0.14
H -4.956 -0.227 1.317 -0.01 0.04 -0.01 0.48
H -4.431 -1.476 2.455 -0.01 0.03 0.00 0.39
H -5.525 -1.903 1.125 0.01 0.01 0.01 0.40
H -2.551 -0.124 1.875 -0.01 0.00 0.01 0.10
H -2.213 -2.589 2.667 0.00 -0.01 0.00 0.46
H -1.773 -4.943 3.240 -0.01 0.00 -0.02 0.38
H -2.288 -6.746 1.615 0.00 0.00 0.00 0.40
H -3.272 -6.147 -0.581 0.00 0.01 0.00 0.34
H -3.775 -3.811 -1.114 0.00 0.00 -0.01 0.30
```
Positions in Å, forces in eV/Å.

Computed properties:
E = -146759.1726 eV
Energy relative to the best compared isomer or geometry (same formula, charge and spin) = 1.87 kcal per mole
Charge = -2
LUMO level (spin up / spin down) = 4.02 / 4.02 eV
Spin multiplicity = 1
HOMO-LUMO gap (spin up / spin down) = 0.1636 / 0.1637 hartree

---

This record from OMol25 describes a gas-phase ion, C3H8N3OS (charge +1) in a non-equilibrium geometry. The level of theory is ωB97M-V with the def2-TZVPD basis set.

Structure (XYZ):
```
16
Properties=species:S:1:pos:R:3:forces:R:3:mulliken_charge:R:1
C -1.627 -0.689 -0.174 -0.19 0.06 -0.09 0.43
C -0.157 1.299 -0.089 -0.30 0.18 -0.27 -0.53
C 1.678 0.293 1.215 0.26 -0.12 0.12 -0.82
N -1.527 0.548 0.107 0.11 0.16 -0.15 -0.05
N -0.757 -1.651 -0.603 0.65 -1.04 0.37 -0.06
N 0.902 0.439 0.001 0.45 -0.06 -0.02 -0.15
O -0.319 -1.550 -1.898 -0.49 0.60 -0.38 -0.32
S -2.561 -2.076 -0.301 -0.16 0.21 -0.12 0.01
H -0.273 1.767 -1.069 0.08 0.02 0.14 0.35
H -0.182 2.042 0.709 0.03 0.00 -0.11 0.35
H 1.774 -0.758 1.493 -0.04 0.02 0.07 0.30
H 2.681 0.707 1.092 -0.05 0.01 0.07 0.31
H 1.185 0.822 2.027 0.00 -0.01 0.05 0.28
H -2.326 1.088 0.425 -0.10 -0.28 -0.02 0.26
H 1.318 0.073 -0.838 -0.12 0.23 -0.09 0.26
H 0.191 -2.354 -2.097 -0.12 0.03 0.43 0.38
```
Positions in Å, forces in eV/Å.

Computed properties:
E = -20583.3939 eV
Energy relative to the best compared isomer or geometry (same formula, charge and spin) = 74.44 kcal per mole
Charge = +1
LUMO level = -4.83 eV
Spin multiplicity = 1
HOMO-LUMO gap = 0.3125 hartree

---

This record from OMol25 describes a single C17H19Cl2N5O3S molecule in a non-equilibrium geometry. The level of theory is ωB97M-V with the def2-TZVPD basis set.

Structure (XYZ):
```
47
Properties=species:S:1:pos:R:3:forces:R:3:mulliken_charge:R:1
N -4.659 -2.678 3.068 0.14 1.12 -1.10 -0.54
O 1.800 -0.833 1.470 0.02 -0.26 -0.36 -0.72
O 0.738 1.986 -0.108 0.48 -1.06 -0.81 -0.70
O -0.613 1.425 -2.063 1.00 -0.60 0.17 -0.71
Cl 2.795 -0.655 -5.803 -0.07 -0.17 -0.56 -0.24
Cl 5.920 1.785 -2.184 -0.34 -0.07 0.31 -0.25
C -4.541 -1.826 2.285 0.32 -0.39 0.06 0.08
C 0.681 -0.464 1.791 0.57 0.24 1.13 0.39
C -4.452 1.293 0.305 -0.66 -1.06 1.31 -0.66
C -4.958 0.484 1.414 -0.11 1.97 -1.28 -0.47
C -3.584 0.503 -0.396 -0.23 -0.29 1.33 -0.37
C -4.356 -0.726 1.349 0.90 -1.20 -0.31 0.24
C 1.846 0.160 -3.414 0.53 0.63 -0.78 -0.46
C 3.271 1.212 -1.778 -1.11 1.17 1.44 -0.20
C 2.957 0.094 -4.278 -0.47 -0.15 1.79 0.07
C 4.360 1.134 -2.593 -0.11 -0.54 -0.59 -0.02
C 4.232 0.525 -3.853 0.34 0.09 -1.16 0.56
C 1.986 0.784 -2.186 0.66 -0.01 0.17 -0.52
N 5.314 0.401 -4.680 0.31 -0.08 -0.80 -0.45
N 0.464 -0.024 3.103 0.29 -1.11 -2.19 0.16
N -3.479 -0.748 0.231 -0.55 1.21 -0.10 0.30
N 0.205 -0.502 -0.655 0.17 0.73 0.51 -0.32
C 1.572 -0.053 4.063 -0.58 -0.70 0.45 -1.07
C -0.792 0.578 3.491 0.28 1.23 -0.04 -0.79
C -2.505 -1.772 -0.154 -0.22 0.39 0.48 -1.13
C -0.435 -0.526 0.680 -0.10 0.11 0.81 -0.27
C -1.288 -1.803 0.775 0.45 0.47 -0.75 -0.92
S 0.507 1.061 -1.211 -0.83 0.91 0.39 1.59
H -4.711 2.330 0.117 0.07 -0.36 -0.11 0.45
H -5.733 0.828 2.086 0.24 -0.33 0.15 0.49
H -2.998 0.873 -1.216 0.42 -0.68 -0.31 0.47
H 0.861 -0.148 -3.744 0.11 -0.10 -0.12 0.47
H 3.375 1.756 -0.827 -0.15 -0.43 -0.39 0.44
H 5.186 0.221 -5.683 -0.08 0.06 1.03 0.18
H 6.220 0.777 -4.413 -0.67 -0.10 0.02 0.18
H 1.112 -0.970 -0.573 -0.09 0.01 0.18 0.46
H 2.525 -0.432 3.702 -0.38 0.08 -0.67 0.34
H 1.742 0.940 4.452 -0.03 0.31 0.26 0.36
H 1.282 -0.750 4.871 0.10 0.50 -0.01 0.34
H -1.636 -0.005 3.129 -0.11 0.08 0.08 0.23
H -0.849 0.674 4.588 0.01 -0.22 -0.49 0.37
H -0.816 1.614 3.061 -0.39 -0.71 0.40 0.25
H -2.203 -1.559 -1.174 0.10 0.15 -0.08 0.44
H -3.011 -2.727 -0.179 -0.05 -0.36 0.18 0.40
H -1.097 0.328 0.847 0.11 0.11 -0.47 0.66
H -0.656 -2.637 0.493 0.10 -0.31 0.03 0.37
H -1.577 -1.929 1.794 -0.41 -0.29 0.82 0.50
```
Positions in Å, forces in eV/Å.

Computed properties:
E = -67409.9899 eV
Energy relative to the best compared isomer or geometry (same formula, charge and spin) = 0.00 kcal per mole
SMILES = CN(C)C(=O)[C@H](CCn1cccc1C#N)NS(=O)(=O)c1cc(Cl)c(N)c(Cl)c1
LUMO level = 0.44 eV
Spin multiplicity = 1
HOMO-LUMO gap = 0.3440 hartree